(1)
Density functional theory data (ωB97M-V/def2-TZVPD) for one molecule with the formula C5H9NO2 in a non-equilibrium geometry.

Results
maximum force = 1.3 eV/A
energy above the lowest of the compared OMol25 structures with the same formula, charge and spin = 384.98 kJ/mol
HOMO-LUMO gap = 0.3414 hartree
E_HOMO = -8.5 eV
net charge = 0
electronic energy = -401.03013 Eh

Each line ends with the natural charge from an NBO analysis.
Atoms and positions in Å:
O: -0.57505 1.68371 1.27300  -0.68
O: -1.25950 -1.15412 -1.33892  -0.68
N: -0.66764 -0.84191 2.11836  -0.85
C: -1.50953 -0.60275 -0.14082  0.22
C: 0.73731 1.22081 -0.60939  -0.24
C: -0.05846 0.80439 0.38084  0.31
C: 1.42603 0.36021 -1.61431  -0.65
C: -0.31572 -0.70227 0.73085  -0.25
H: 2.08685 0.96168 -2.23634  0.22
H: -1.99642 -0.95686 -1.93544  0.50
H: 0.70704 -0.12109 -2.28565  0.23
H: 2.00295 -0.43333 -1.13350  0.21
H: 0.50724 -1.34383 0.38326  0.19
H: -1.16069 1.16567 1.85719  0.50
H: 0.91773 2.28576 -0.66538  0.22
H: -0.81645 -1.80801 2.38539  0.38
H: -0.02567 -0.51807 2.83087  0.37

Forces on the atoms, in the same order (eV/Å):
-0.34 -0.14 0.26
0.16 0.13 0.55
-0.39 -0.39 0.96
-0.71 -0.67 -0.84
-0.20 -0.04 0.20
1.05 -0.32 0.53
-0.18 -0.13 -0.15
0.38 0.71 -0.63
0.10 -0.06 0.10
0.06 0.00 0.31
0.08 -0.04 0.07
0.05 -0.02 -0.12
-0.06 0.18 -0.08
0.05 0.24 -0.17
-0.17 0.12 0.01
-0.41 0.02 -0.42
0.52 0.40 -0.58

---

(2)
Density functional theory data (ωB97M-V/def2-TZVPD) for a 2-piece molecular cluster, CH2N2O overall in a non-equilibrium geometry.

Results
maximum force = 3.3 eV/A
energy above the lowest of the compared OMol25 structures with the same formula, charge and spin = 298.34 kJ/mol
HOMO-LUMO gap = 0.3197 hartree
E_HOMO = -8.4 eV
net charge = 0
electronic energy = -223.94742 Eh

Each line ends with the natural charge from an NBO analysis.
Atoms and positions in Å:
O: 0.76545 -0.53776 0.98172  -0.51
N: -0.39411 0.13707 -1.24165  -0.09
N: -0.84561 -0.92786 -1.05262  -0.29
C: 0.73241 0.47854 0.38295  0.42
H: 1.22300 1.43069 0.52269  0.15
H: -0.56981 -1.44079 -0.17313  0.32

Forces on the atoms, in the same order (eV/Å):
0.27 0.68 0.41
1.39 1.51 1.60
-0.68 -1.14 -0.47
-1.72 -1.84 -2.20
0.35 0.39 0.34
0.39 0.40 0.31

---

(3)
Density functional theory data (ωB97M-V/def2-TZVPD) for C5H10I2 as an isolated structure in a non-equilibrium geometry.

Results
maximum force = 4.2 eV/A
energy above the lowest of the compared OMol25 structures with the same formula, charge and spin = 0.00 kJ/mol
HOMO-LUMO gap = 0.3342 hartree
E_HOMO = -9.3 eV
net charge = 0
electronic energy = -791.86283 Eh

Each line ends with the natural charge from an NBO analysis.
Atoms and positions in Å:
I: -2.42615 0.62364 -0.11232  0.09
I: 2.63780 0.53151 -0.18517  -0.01
C: -0.39331 -0.03731 -0.51889  -0.10
C: -0.09567 -0.17310 -1.98078  -0.69
C: -0.30813 -1.39383 0.29154  -0.66
C: 0.31519 0.81495 1.68059  -0.70
C: 0.42068 0.97173 0.22457  -0.26
H: 0.75378 1.66804 2.28423  0.24
H: -0.96171 -1.36943 1.12007  0.22
H: -0.70421 1.03643 2.06593  0.24
H: 1.00418 -0.29694 -2.26350  0.26
H: 0.24694 2.07119 -0.07615  0.25
H: -0.65142 0.57819 -2.55838  0.24
H: 0.77245 -1.51207 0.62236  0.22
H: 0.59438 -0.13755 2.04597  0.23
H: -0.64637 -1.15330 -2.33913  0.22
H: -0.55845 -2.22216 -0.30094  0.22

Forces on the atoms, in the same order (eV/Å):
-0.53 0.18 -0.75
-0.73 0.50 0.13
0.27 -1.44 1.30
-1.33 -2.38 -1.93
2.27 1.36 -0.66
-0.91 3.00 2.86
1.08 1.97 -0.67
0.61 -1.15 -0.96
-0.40 -0.06 1.00
0.01 -0.70 -0.75
-1.64 0.46 0.57
0.48 -1.88 0.09
0.82 0.20 0.04
-1.31 -0.15 -0.37
0.55 -0.55 0.50
1.19 1.67 0.62
-0.42 -1.05 -1.03

---

(4)
Density functional theory data (ωB97M-V/def2-TZVPD) for one molecule with the formula C4H4S4 in a non-equilibrium geometry.

Results
maximum force = 3.6 eV/A
energy above the lowest of the compared OMol25 structures with the same formula, charge and spin = 108.39 kJ/mol
HOMO-LUMO gap = 0.2666 hartree
E_HOMO = -8.3 eV
net charge = 0
electronic energy = -1747.47300 Eh

Each line ends with the natural charge from an NBO analysis.
Atoms and positions in Å:
S: 2.94538 0.74830 0.59710  0.03
S: 1.83065 -1.39810 -1.05896  0.05
S: -1.11307 -0.97035 1.19788  0.29
S: -0.43065 1.48634 -0.41046  0.28
C: -2.14004 -0.51855 -0.21354  -0.37
C: 1.54321 -0.31333 0.18516  -0.29
C: -1.95803 0.65329 -0.87241  -0.39
C: 0.26464 0.18047 0.74585  -0.60
H: -2.42079 0.94251 -1.90564  0.27
H: 0.26712 0.57570 1.85187  0.28
H: 4.13147 -0.06328 0.24085  0.19
H: -2.91989 -1.32299 -0.35771  0.25

Forces on the atoms, in the same order (eV/Å):
1.09 -1.15 0.40
-1.19 0.65 1.81
-0.14 0.44 -2.06
-0.37 -0.25 0.45
-0.97 -0.46 0.15
2.59 -0.75 -2.45
0.59 -1.56 -0.94
-1.86 0.97 2.68
0.74 -0.51 2.36
1.26 0.09 -2.40
-2.49 1.13 0.29
0.75 1.40 -0.29